C32H64FNO18S6 | wB97M-V/def2-TZVPD

The value obtained for the highest occupied orbital energy is -0.2894 Eh. For the lowest unoccupied orbital energy, the calculation gives 0.07 eV. The HOMO-LUMO gap comes out at 7.9 eV. The strongest force on any atom comes out at 7.3 eV Å⁻¹. As for the energy above the lowest of the compared OMol25 structures with the same formula, charge and spin: 0.000 eV.

ORCA input file:
```
! wB97M-V def2-TZVPD RIJCOSX def2/J DEFGRID3
* xyz 0 1
N 11.607 26.159 33.334
H 11.224 26.735 34.003
H 12.512 25.685 33.520
H 11.837 26.880 32.610
H 10.971 25.585 32.905
F 11.555 29.014 33.936
C 9.618 29.383 31.417
C 10.558 29.643 30.091
C 12.023 29.275 30.215
O 12.236 28.689 28.961
C 11.121 28.406 28.281
O 11.048 27.790 27.189
O 10.095 28.807 29.034
H 8.680 29.747 31.028
H 10.063 30.078 32.270
H 9.751 28.450 31.917
H 10.393 30.615 29.744
H 12.086 28.394 30.905
H 12.655 30.016 30.524
C 8.719 27.802 36.103
C 8.121 26.695 37.036
C 7.270 25.605 36.329
O 7.721 24.420 37.041
C 8.815 24.598 37.707
O 9.624 23.742 38.140
O 9.136 25.928 37.728
H 9.557 27.305 35.424
H 8.900 28.616 36.817
H 7.848 28.245 35.395
H 7.571 27.180 37.817
H 7.632 25.597 35.226
H 6.088 25.680 36.465
C 14.234 24.036 27.749
C 13.006 24.140 26.893
C 11.864 24.322 27.907
S 12.589 24.556 29.530
O 12.686 23.240 30.060
O 11.848 25.522 30.255
C 14.079 25.062 28.900
H 15.195 24.323 27.132
H 14.497 23.181 28.213
H 12.870 23.370 26.213
H 13.134 24.991 26.045
H 11.068 23.443 28.105
H 11.041 25.204 27.750
H 15.082 24.743 29.599
H 14.136 26.086 28.399
C 16.034 22.036 32.237
C 15.320 20.710 32.226
C 13.944 20.896 32.503
S 13.912 22.035 33.839
O 13.646 21.203 35.076
O 13.155 23.192 33.615
C 15.491 22.541 33.655
H 15.480 22.824 31.679
H 17.087 22.082 31.985
H 15.712 20.117 32.961
H 15.641 20.368 31.304
H 13.396 20.069 32.739
H 13.537 21.287 31.639
H 15.933 22.152 34.678
H 15.539 23.505 33.734
C 14.705 24.348 36.955
C 15.165 25.762 36.421
C 14.381 26.845 37.248
S 12.781 26.124 37.466
O 12.098 26.357 36.290
O 12.264 26.597 38.708
C 13.257 24.423 37.467
H 15.385 24.182 37.994
H 15.030 23.386 36.280
H 15.029 26.005 35.373
H 16.330 26.111 36.540
H 14.236 27.829 36.821
H 14.906 27.109 38.188
H 12.552 24.030 36.827
H 12.968 23.730 38.429
C 7.487 25.598 28.555
C 6.177 25.261 29.150
C 6.668 24.544 30.468
S 8.092 25.481 31.000
O 9.121 24.586 31.188
O 7.750 26.396 32.036
C 8.466 26.317 29.556
H 7.425 26.262 27.640
H 8.003 24.561 28.213
H 5.393 24.360 28.789
H 5.792 26.251 29.345
H 7.128 23.452 30.332
H 5.766 24.630 31.158
H 9.612 26.070 29.439
H 8.152 27.394 29.584
C 16.523 29.605 33.164
C 17.650 28.616 32.798
C 17.099 27.208 32.918
S 15.634 27.477 31.903
O 14.663 26.587 32.419
O 15.922 27.520 30.555
C 15.254 29.091 32.322
H 16.768 30.639 32.955
H 16.384 29.487 34.177
H 18.491 28.844 33.617
H 17.981 28.690 31.753
H 16.748 26.896 34.010
H 17.908 26.511 32.476
H 14.204 29.148 32.841
H 15.217 29.870 31.601
C 8.141 20.288 33.201
C 8.547 20.491 34.681
C 8.159 21.958 35.080
S 8.289 22.894 33.599
O 9.543 23.573 33.923
O 7.105 23.738 33.309
C 8.611 21.540 32.466
H 7.109 20.090 33.209
H 8.504 19.426 32.678
H 9.695 20.421 34.680
H 8.252 19.795 35.323
H 8.853 22.253 35.850
H 7.240 21.975 35.529
H 9.598 21.691 32.248
H 8.001 21.688 31.647
*
```